Entry 1:
ORCA calculation (ωB97M-V/def2-TZVPD) on a structure of composition C7H18I2P2Sn at a distorted geometry.

```
30
Properties=species:S:1:pos:R:3:forces:R:3:lowdin_charge:R:1
Sn 0.418 1.522 -0.500 -0.1 1.1 0.3 0.62
I -1.472 4.552 -2.004 -0.6 -0.9 0.4 0.77
C -2.991 3.325 -1.072 -0.1 0.7 -0.6 -0.99
I -2.548 1.206 -0.548 0.0 1.1 -0.5 0.90
H -3.852 3.273 -1.760 0.6 -0.2 0.4 -0.01
H -3.273 3.847 -0.157 0.1 -0.5 0.0 -0.02
C -1.477 0.008 2.508 1.9 0.5 1.4 -0.27
P 0.265 0.084 1.739 -1.2 1.5 1.6 0.70
C 1.427 0.800 3.044 -0.1 -1.3 -0.5 -0.20
C 0.668 -1.569 1.278 -0.5 -2.9 -1.2 -0.41
C 1.426 -1.640 -0.083 1.5 0.0 0.0 -0.41
P 0.892 -0.754 -1.568 -1.8 0.3 0.0 0.66
C -0.676 -1.525 -2.229 1.6 0.6 -0.3 -0.22
C 2.167 -0.680 -2.837 0.5 0.7 -1.4 -0.23
H -1.383 -0.489 3.530 -0.1 0.7 -1.3 0.09
H -2.093 -0.600 1.875 -0.4 -0.2 -0.3 -0.01
H -1.858 1.049 2.632 0.2 -0.9 -0.1 0.05
H 1.140 0.425 4.054 0.3 0.1 -0.8 0.07
H 1.239 1.865 3.020 0.3 0.3 0.0 0.04
H 2.498 0.535 2.781 -1.3 0.5 0.4 0.08
H -0.228 -2.287 1.319 0.7 1.4 -0.6 0.13
H 1.268 -2.140 1.976 0.6 0.4 0.5 0.10
H 1.587 -2.668 -0.416 0.2 -0.2 0.4 0.10
H 2.448 -1.157 0.023 -0.8 -0.8 0.2 0.11
H -0.388 -2.253 -2.990 -0.2 -0.1 0.0 0.07
H -1.325 -0.751 -2.654 0.1 -0.3 0.1 0.02
H -1.099 -2.010 -1.373 -0.6 -0.3 0.3 0.04
H 2.710 0.310 -2.969 -0.7 -1.1 0.7 0.09
H 1.604 -0.787 -3.788 0.3 0.0 0.4 0.07
H 2.906 -1.489 -2.830 -0.2 0.1 0.3 0.07
```
Positions in Å, forces in eV/Å.

E_HOMO: -15.28 eV
total charge: +2
Kohn-Sham gap: 7.69 eV

Entry 2:
ORCA calculation (ωB97M-V/def2-TZVPD) on a structure of composition C7H18N3O2ReTe at a distorted geometry.

```
32
Properties=species:S:1:pos:R:3:forces:R:3:lowdin_spin:R:1
Re 0.009 0.618 -0.521 1.3 0.8 -0.1 0.98
N 2.088 1.888 -0.218 -0.4 -0.5 -0.2 0.02
N 2.139 2.787 -1.289 0.3 0.1 0.1 0.00
C 1.144 2.795 -2.244 -0.1 -0.2 0.2 0.01
O 1.187 3.474 -3.220 -0.1 0.0 -0.2 0.00
O 0.126 1.982 -1.898 -0.3 -0.1 -0.5 0.05
H 2.123 2.391 0.663 0.0 -0.1 0.0 0.00
H 2.867 1.234 -0.260 0.0 0.0 0.1 0.00
H 3.010 3.235 -1.529 0.0 0.0 0.1 0.00
C -0.407 -3.072 1.066 0.0 0.2 0.0 0.00
C 0.693 -2.344 0.291 0.1 -0.2 0.0 -0.01
C 1.979 -2.282 1.119 -0.1 0.1 0.0 0.00
C 0.958 -3.031 -1.049 -0.1 0.1 -0.1 0.00
N 0.253 -0.983 0.052 -0.5 0.6 0.4 -0.06
H -0.091 -4.094 1.272 0.0 0.0 0.0 0.00
H -1.329 -3.097 0.484 0.0 0.0 0.0 0.00
H -0.603 -2.567 2.012 0.0 0.0 0.0 0.00
H 2.320 -3.296 1.324 0.0 0.0 0.0 0.00
H 1.804 -1.774 2.068 0.0 0.0 0.0 0.00
H 2.764 -1.758 0.570 0.0 0.0 0.0 0.00
H 1.299 -4.052 -0.879 0.0 0.0 0.0 0.00
H 1.729 -2.496 -1.607 0.0 0.0 0.0 0.00
H 0.049 -3.062 -1.652 0.0 0.0 0.0 0.00
C -3.283 2.165 -0.917 -0.1 0.2 0.0 0.02
Te -1.690 2.647 0.409 -0.1 -1.0 0.3 -0.02
C -2.540 1.720 2.130 0.0 0.1 0.0 0.00
H -3.600 1.145 -0.725 0.0 0.0 0.0 0.00
H -2.895 2.269 -1.928 0.0 0.0 0.0 0.00
H -4.101 2.862 -0.761 0.0 0.0 0.0 0.00
H -3.329 2.346 2.539 0.0 0.0 0.0 0.00
H -1.745 1.600 2.861 0.0 0.0 0.0 0.00
H -2.928 0.750 1.837 0.0 0.0 0.0 0.00
```
Positions in Å, forces in eV/Å.

E_HOMO (alpha / beta): -11.99 / -12.01 eV
spin multiplicity: 2
total charge: +1
⟨S²⟩: 0.779
Kohn-Sham gap (alpha / beta): 7.05 / 7.41 eV
energy above the lowest of the compared OMol25 structures with the same formula, charge and spin: 0.0 kcal per mole

Entry 3:
ORCA calculation (ωB97M-V/def2-TZVPD) on a cluster of 2 separate species, C7H18NO3 in total at a distorted geometry.

```
29
Properties=species:S:1:pos:R:3:forces:R:3:lowdin_charge:R:1
C 2.006 -2.050 -0.295 1.3 -1.8 -1.6 -0.06
C 1.251 1.788 -0.050 -2.1 -1.5 1.0 -0.02
C 0.508 0.635 2.268 2.8 1.3 -2.9 -0.03
C -1.411 0.239 -2.617 1.6 0.8 1.5 0.01
C 0.572 -2.345 0.100 1.6 -2.5 -5.4 -0.17
C 0.160 1.152 0.839 -1.8 -3.3 -0.7 -0.33
C -0.893 -0.547 -0.296 -0.6 0.9 0.2 -0.44
N -1.164 1.937 0.888 -1.0 -1.3 -1.9 0.17
O -1.821 -1.090 0.616 2.1 0.9 1.3 0.06
O -1.583 0.169 -1.210 -1.6 0.6 1.1 -0.09
O -0.005 -1.401 -0.821 -2.3 1.6 1.0 -0.04
H 2.065 -1.793 -1.427 0.1 -0.5 2.2 0.13
H 2.292 -1.260 0.308 0.6 2.3 0.7 0.02
H 2.808 -2.760 -0.030 -0.7 -0.4 -0.3 0.09
H 1.954 2.272 0.655 0.1 -0.2 -1.0 0.09
H 1.598 0.881 -0.647 0.3 1.7 0.6 0.10
H 0.661 2.499 -0.646 1.0 0.0 -0.4 0.08
H -0.396 0.241 2.601 -1.2 -0.8 1.4 0.04
H 0.912 1.569 2.798 -0.5 -1.7 0.0 0.11
H 1.322 -0.203 2.108 -1.6 1.9 0.7 0.12
H -2.272 0.579 -3.092 -1.8 0.9 -0.2 0.08
H -1.285 -0.720 -2.987 1.2 -1.7 -0.9 0.08
H -0.635 0.985 -2.690 0.6 -0.3 -1.2 0.10
H 0.423 -2.253 1.105 -1.1 0.6 2.4 0.09
H 0.208 -3.329 -0.360 0.6 1.1 1.4 0.16
H -2.009 1.326 1.099 1.5 0.4 0.5 0.17
H -1.476 2.208 -0.096 1.0 0.1 1.4 0.18
H -1.115 2.709 1.530 -0.3 0.8 0.2 0.15
H -2.675 -1.437 0.348 0.0 0.2 -1.1 0.13
```
Positions in Å, forces in eV/Å.

E_HOMO: -12.08 eV
total charge: +1
Kohn-Sham gap: 9.06 eV
energy above the lowest of the compared OMol25 structures with the same formula, charge and spin: 80.1 kcal per mole

Entry 4:
ORCA calculation (ωB97M-V/def2-TZVPD) on a cluster of 2 separate species, C7H18NOSi in total at a distorted geometry.

```
28
Properties=species:S:1:pos:R:3:forces:R:3:lowdin_charge:R:1
C -1.764 -0.048 0.399 0.3 -1.2 0.9 -0.20
C -2.136 1.262 1.018 -2.4 1.9 -2.1 -0.23
C -0.272 -0.226 -0.106 -0.7 0.1 0.5 -0.15
C -1.181 1.759 2.049 0.0 1.4 0.1 -0.09
C 0.718 0.317 1.000 -1.6 -1.9 -2.0 -0.21
C 1.276 -0.623 2.047 0.3 1.9 -0.4 -0.04
C 0.405 -1.550 -3.575 -2.2 -4.2 -0.6 -0.17
N 0.231 1.649 1.439 -0.1 -1.3 1.3 0.09
O 1.298 -1.750 -2.518 -0.5 0.4 0.0 -0.46
Si 2.643 -1.045 -2.006 -0.7 0.7 -1.0 0.70
H -1.936 -0.852 1.140 0.0 0.1 -0.5 0.12
H -2.452 -0.151 -0.422 -0.1 -0.6 -0.4 0.11
H -2.256 1.861 0.062 1.1 0.7 1.1 0.14
H -3.253 1.440 1.276 1.8 -1.1 0.5 0.16
H -0.288 -1.330 -0.286 1.0 0.9 0.4 0.12
H -0.112 0.207 -1.136 -0.1 0.0 1.2 0.10
H -1.379 2.819 2.417 0.5 -1.2 -0.8 0.16
H -1.188 1.158 2.940 0.1 -0.6 0.3 0.12
H 2.035 -0.067 2.678 -0.9 -0.9 -0.3 0.11
H 1.766 -1.389 1.478 0.5 -0.4 0.0 0.06
H 0.463 -1.100 2.588 0.0 0.0 0.6 0.09
H 0.689 -2.416 -4.336 -1.1 1.8 1.3 0.13
H 0.288 -0.664 -4.162 0.9 1.2 0.2 0.06
H -0.656 -1.754 -3.106 1.9 0.2 -1.2 0.11
H 0.248 2.211 0.626 0.2 1.2 -0.9 0.16
H 0.928 1.911 2.117 0.3 1.0 0.3 0.16
H 2.741 0.264 -2.592 0.6 0.6 0.2 -0.07
H 3.145 -1.897 -1.028 1.0 -0.4 1.2 -0.09
```
Positions in Å, forces in eV/Å.

E_HOMO (alpha / beta): -9.10 / -12.34 eV
total charge: +1
Kohn-Sham gap (alpha / beta): 4.68 / 9.31 eV
energy above the lowest of the compared OMol25 structures with the same formula, charge and spin: 138.9 kcal per mole

Entry 5:
ORCA calculation (ωB97M-V/def2-TZVPD) on a cluster of 4 separate species, C7H18O3 in total at a distorted geometry.

```
28
Properties=species:S:1:pos:R:3:forces:R:3:lowdin_charge:R:1
C 0.709 -0.283 -2.186 0.6 0.2 0.5 0.03
C -0.108 -0.975 -1.410 -0.7 -0.4 -0.2 -0.36
C 0.010 -2.465 -1.283 -0.3 0.1 0.0 -0.06
C -1.408 -0.407 -0.837 0.4 1.3 -0.9 -0.15
C -1.307 0.923 -0.106 0.8 -0.4 -0.3 -0.11
C -0.842 2.095 -0.529 -0.2 0.5 0.3 -0.17
C -0.576 3.242 0.425 -0.4 -0.1 0.1 -0.10
H 1.555 -0.771 -2.655 0.0 0.1 -0.1 0.06
H 0.626 0.790 -2.273 0.0 0.0 -0.2 0.04
H 0.961 -2.810 -1.680 0.0 -0.2 0.0 0.08
H -0.127 -2.752 -0.246 0.3 -0.1 0.4 0.07
H -0.822 -2.970 -1.788 0.2 0.1 -0.2 0.09
H -1.883 -1.116 -0.190 -0.3 -0.5 0.2 0.09
H -2.011 -0.279 -1.743 -0.4 -0.1 0.3 0.13
H -1.496 0.858 0.956 -0.1 0.1 0.3 0.09
H -0.677 2.376 -1.564 0.0 -0.5 -0.1 0.10
H -1.508 3.736 0.709 0.0 0.1 0.0 0.08
H 0.053 4.001 -0.029 0.2 0.1 -0.1 0.07
H -0.107 2.917 1.358 0.0 0.0 -0.1 0.06
O 1.536 -1.713 2.265 0.0 -0.1 -0.2 -0.06
H 1.862 -0.910 1.828 0.1 0.0 0.0 0.00
H 1.943 -2.433 1.768 -0.1 0.1 0.1 0.04
O -1.503 -1.329 2.280 -0.4 -0.2 0.3 -0.06
H -0.816 -1.792 2.778 0.2 0.3 -0.4 0.03
H -1.070 -0.809 1.599 0.4 -0.3 0.3 -0.03
O 2.561 0.758 1.073 0.2 -0.3 0.2 -0.04
H 1.828 1.306 1.369 0.0 0.1 -0.4 0.04
H 2.618 0.811 0.110 -0.3 0.1 0.2 0.05
```
Positions in Å, forces in eV/Å.

E_HOMO: -9.52 eV
Kohn-Sham gap: 10.12 eV
energy above the lowest of the compared OMol25 structures with the same formula, charge and spin: 17.7 kcal per mole

Entry 6:
ORCA calculation (ωB97M-V/def2-TZVPD) on a cluster of 4 separate species, C7H18O3 in total at a distorted geometry.

```
28
Properties=species:S:1:pos:R:3:forces:R:3:lowdin_charge:R:1
C -2.809 -1.059 -0.029 1.4 -0.4 1.7 0.02
C -1.470 -1.279 -0.042 -3.3 0.4 0.0 -0.20
C -0.524 -0.849 -0.999 1.8 2.0 0.2 -0.12
C 0.603 -0.116 -0.804 -1.3 -1.6 2.7 -0.34
C 1.511 0.166 -1.914 2.2 0.1 -0.2 -0.08
C 1.132 0.199 0.653 -0.9 0.8 -1.4 -0.18
C 1.758 1.657 0.695 3.0 -2.7 0.6 -0.10
H -3.376 -1.227 0.929 0.6 -0.3 -1.5 0.08
H -3.278 -0.396 -0.717 -0.4 0.2 -0.8 0.05
H -1.065 -1.783 0.751 0.8 -1.3 2.2 0.08
H -0.786 -1.116 -1.959 -0.3 -0.3 -2.5 0.10
H 1.877 -0.836 -2.256 -0.5 1.0 -0.7 0.10
H 2.457 0.582 -1.446 -1.1 0.1 -1.1 0.09
H 1.056 0.842 -2.691 0.9 -0.9 0.5 0.11
H 1.818 -0.599 0.994 -0.1 0.6 -0.4 0.09
H 0.301 0.158 1.378 0.2 0.0 -0.5 0.09
H 1.233 2.180 1.463 0.0 0.9 0.2 0.05
H 1.851 2.175 -0.270 -0.5 -0.1 0.5 0.06
H 2.888 1.434 1.019 -2.3 1.1 -0.4 0.11
O -2.501 0.612 1.934 1.0 -0.3 2.5 -0.11
H -1.925 1.013 1.276 0.2 0.2 -0.3 -0.03
H -1.862 0.279 2.636 -1.3 0.7 -1.3 0.08
O 1.712 -3.009 0.419 -0.8 -1.3 1.4 -0.01
H 1.376 -2.776 -0.420 -0.5 0.5 -1.4 0.00
H 2.546 -2.600 0.521 1.3 0.6 0.0 0.01
O -1.313 2.193 -0.010 1.3 -1.3 -2.2 -0.06
H -2.190 2.459 -0.251 -0.9 0.5 0.0 0.04
H -1.019 1.693 -0.858 -0.4 0.9 2.2 0.10
```
Positions in Å, forces in eV/Å.

E_HOMO: -8.46 eV
Kohn-Sham gap: 8.94 eV
energy above the lowest of the compared OMol25 structures with the same formula, charge and spin: 53.8 kcal per mole

Entry 7:
ORCA calculation (ωB97M-V/def2-TZVPD) on an isolated molecule of C7H18O3Si at a distorted geometry.

```
29
Properties=species:S:1:pos:R:3:forces:R:3:lowdin_charge:R:1
C -2.283 -1.088 2.714 0.1 0.3 0.2 -0.07
C -1.819 -1.233 1.265 -0.8 -0.3 0.1 -0.32
O -0.443 -1.495 1.188 1.3 0.4 0.0 -0.15
Si 0.364 -0.769 -0.049 1.4 -0.1 -0.7 0.29
C 2.139 -1.404 -0.081 -0.8 0.5 0.4 -0.09
O 0.428 0.898 -0.029 -0.7 -1.0 -0.8 -0.19
C 0.723 1.597 1.140 -0.4 -0.1 1.3 -0.33
C 1.547 2.840 0.847 0.5 -0.7 -0.1 -0.07
O -0.413 -1.174 -1.433 0.8 -0.7 0.9 -0.14
C -0.817 -0.217 -2.347 -2.1 0.8 -0.8 -0.34
C 0.107 -0.036 -3.540 -0.1 0.3 0.4 -0.07
H -3.319 -0.750 2.732 -0.2 -0.2 -0.1 0.07
H -2.210 -2.035 3.279 0.1 0.4 -0.4 0.08
H -1.737 -0.301 3.273 0.0 -0.5 -0.5 0.08
H -2.054 -0.358 0.649 -0.2 0.2 0.3 0.11
H -2.319 -2.071 0.762 -0.2 0.1 0.3 0.12
H 2.079 -2.337 0.448 0.4 -0.6 0.4 0.02
H 2.835 -0.719 0.395 0.0 0.0 0.5 0.03
H 2.586 -1.594 -1.040 -0.3 -0.1 -0.7 0.03
H -0.251 1.833 1.636 0.7 0.1 -0.1 0.13
H 1.273 0.892 1.812 -0.1 0.8 0.0 0.12
H 1.003 3.604 0.283 0.1 -0.3 0.1 0.08
H 1.924 3.258 1.779 -0.1 0.2 0.1 0.07
H 2.432 2.488 0.285 -0.4 0.4 0.0 0.08
H -1.833 -0.574 -2.672 0.8 0.6 -0.1 0.13
H -0.965 0.730 -1.798 0.0 -0.1 -0.6 0.10
H 0.120 -0.924 -4.144 0.0 -0.5 -0.3 0.07
H -0.219 0.806 -4.175 0.2 -0.3 0.4 0.08
H 1.121 0.132 -3.182 0.1 0.2 -0.1 0.07
```
Positions in Å, forces in eV/Å.

E_HOMO: -10.07 eV
Kohn-Sham gap: 11.02 eV
energy above the lowest of the compared OMol25 structures with the same formula, charge and spin: 0.0 kcal per mole

Entry 8:
ORCA calculation (ωB97M-V/def2-TZVPD) on a cluster of 6 separate species, C7H18O5 in total at a distorted geometry.

```
30
Properties=species:S:1:pos:R:3:forces:R:3:lowdin_charge:R:1
C 2.809 0.194 -0.818 0.5 3.1 0.2 -0.06
C 2.014 -0.513 0.205 -2.1 -2.0 -0.4 -0.26
C 2.219 -0.620 1.596 0.9 1.5 -1.4 -0.07
C 1.611 -1.598 2.343 -0.5 0.4 0.5 -0.11
C 0.628 -2.386 1.775 -0.8 -0.8 0.4 -0.11
C 0.270 -2.194 0.448 -0.2 -1.5 -0.9 -0.10
C 0.997 -1.345 -0.344 0.6 1.8 0.9 -0.05
H 2.797 -0.149 -1.840 -0.4 -0.9 0.0 0.08
H 2.541 1.302 -0.999 0.4 -1.4 0.9 0.11
H 3.819 0.126 -0.453 0.8 0.5 -0.2 0.07
H 2.818 0.149 2.092 0.3 -0.5 -0.1 0.12
H 1.897 -1.618 3.386 -0.3 -0.4 0.1 0.11
H 0.070 -3.137 2.347 0.5 0.3 -0.1 0.11
H -0.431 -2.874 -0.090 0.2 0.7 0.9 0.12
H 0.709 -1.104 -1.349 0.1 -0.6 -0.5 0.08
O -0.655 -1.004 -3.473 -0.8 -0.4 1.2 -0.08
H -1.238 -1.756 -3.283 0.3 -0.3 -0.8 0.04
H -0.927 -0.512 -2.674 0.3 0.8 -0.6 -0.01
O -0.500 3.113 -0.327 -1.0 0.0 -0.5 -0.05
H -0.696 3.791 -0.991 0.6 0.2 0.2 0.05
H -1.320 2.602 -0.461 0.8 0.3 0.7 -0.01
O -1.170 0.785 1.974 0.8 -0.4 -0.1 -0.04
H -0.424 1.056 1.416 -0.2 0.4 -0.1 0.05
H -0.768 -0.005 2.366 -0.4 -0.1 0.2 0.05
O -3.308 1.255 0.324 -0.5 0.4 1.2 -0.08
H -3.776 1.763 1.008 0.1 -0.1 -0.4 0.07
H -2.649 0.779 0.866 0.0 0.0 0.0 0.02
O -2.171 1.035 -1.884 -0.4 1.0 -0.2 -0.08
H -3.055 1.375 -2.141 0.7 -0.7 -0.1 0.07
H -2.112 1.491 -1.019 -0.3 -1.2 -0.7 -0.02
```
Positions in Å, forces in eV/Å.

E_HOMO: -9.13 eV
Kohn-Sham gap: 9.61 eV
energy above the lowest of the compared OMol25 structures with the same formula, charge and spin: 34.7 kcal per mole

The calculation returns the following molar mass values, one per record and in order: 536.69; 490.05; 164.23; 160.31; 150.22; 150.22; 178.30; 182.22 g/mol.